The following is a DFT calculation (ωB97M-V/def2-TZVPD) of a 6-piece molecular cluster, C26H68N4O10 overall at a distorted geometry.

ΔE to the lowest compared entry with this formula, charge and spin, eV: 0.520
Energy, eV: -54493.65000
SMILES: COCCNCCOC.COCCNCCOC.COCCNCCOC.COCCNCCOC.CO.CO

Structure (ORCA input):
```
! wB97M-V def2-TZVPD RIJCOSX def2/J DEFGRID3
* xyz 0 1
C -12.381 14.508 5.078
O -12.632 13.256 5.726
C -13.166 12.184 4.969
C -14.566 12.487 4.417
N -15.518 12.977 5.422
C -16.374 11.928 5.892
C -17.331 12.488 6.938
O -16.547 13.046 7.896
C -17.306 13.766 8.873
H -11.666 14.417 4.238
H -12.030 15.228 5.833
H -13.337 14.877 4.645
H -13.084 11.349 5.649
H -12.486 11.956 4.140
H -14.946 11.566 3.972
H -14.436 13.200 3.598
H -14.959 13.208 6.221
H -15.777 11.129 6.382
H -16.938 11.517 5.054
H -17.961 11.656 7.282
H -18.002 13.219 6.428
H -18.163 13.176 9.248
H -17.709 14.665 8.379
H -16.610 14.037 9.667
C -19.691 14.893 -0.909
O -19.439 16.210 -0.839
C -18.372 16.525 0.047
C -18.162 18.008 0.199
N -17.680 18.564 -1.051
C -17.680 20.038 -1.078
C -17.130 20.520 -2.403
O -17.965 20.048 -3.440
C -17.599 20.558 -4.716
H -20.191 14.663 -1.862
H -20.353 14.545 -0.116
H -18.750 14.323 -0.851
H -17.394 16.100 -0.225
H -18.635 16.161 1.049
H -17.425 18.176 1.013
H -19.143 18.423 0.538
H -18.199 18.146 -1.818
H -17.102 20.402 -0.221
H -18.713 20.446 -1.002
H -16.106 20.133 -2.560
H -17.074 21.600 -2.466
H -16.566 20.200 -4.963
H -17.589 21.672 -4.714
H -18.306 20.167 -5.462
C -8.602 21.421 2.171
O -9.143 20.464 1.297
C -8.478 19.212 1.284
C -9.224 18.312 0.359
N -10.476 17.942 0.959
C -11.266 17.017 0.233
C -12.666 16.960 0.791
O -13.201 18.242 0.545
C -14.537 18.368 0.991
H -8.954 22.440 1.939
H -7.517 21.346 2.004
H -8.745 21.178 3.237
H -8.404 18.853 2.322
H -7.449 19.377 0.917
H -8.535 17.437 0.260
H -9.277 18.838 -0.619
H -10.975 18.824 1.040
H -10.803 16.015 0.336
H -11.269 17.206 -0.869
H -12.707 16.818 1.912
H -13.329 16.183 0.384
H -14.932 19.304 0.554
H -14.695 18.359 2.093
H -15.180 17.564 0.554
C -13.234 22.260 8.851
O -13.650 20.943 9.084
C -12.597 19.998 8.879
C -13.117 18.584 9.051
N -14.033 18.246 7.968
C -14.548 16.839 8.078
C -15.710 16.636 7.135
O -16.841 17.231 7.706
C -17.929 17.182 6.792
H -12.420 22.534 9.542
H -14.049 22.970 9.021
H -12.850 22.362 7.835
H -11.861 20.286 9.634
H -12.151 20.242 7.899
H -13.623 18.563 10.039
H -12.269 17.869 9.110
H -14.794 18.885 8.016
H -14.900 16.630 9.115
H -13.719 16.161 7.864
H -15.907 15.544 7.059
H -15.463 17.005 6.128
H -17.973 16.143 6.446
H -17.700 17.779 5.910
H -18.881 17.412 7.289
C -18.590 12.650 2.903
O -18.708 11.271 3.272
H -17.594 13.042 3.161
H -18.761 12.926 1.837
H -19.245 13.294 3.515
H -19.608 11.000 3.043
C -16.206 15.693 3.044
O -16.951 15.269 4.168
H -15.129 15.733 3.247
H -16.403 15.050 2.155
H -16.457 16.691 2.719
H -16.415 14.570 4.576
*
```